Entry 1:
{"formula": "C5H15N2P", "method": "ωB97M-V with the def2-TZVPD basis set", "symbols": ["C", "C", "C", "C", "C", "N", "N", "P", "H", "H", "H", "H", "H", "H", "H", "H", "H", "H", "H", "H", "H", "H", "H"], "xyz": [[-2.606, -2.030, 1.229], [-1.414, 0.177, -1.101], [0.777, 1.024, -1.805], [2.020, -0.939, 0.446], [1.029, 1.651, 1.404], [-2.729, -1.808, -0.125], [-0.080, 0.203, -0.912], [0.353, 0.000, 0.723], [-2.253, -2.980, 1.467], [-3.595, -2.045, 1.637], [-1.998, -1.226, 1.717], [-2.216, -1.085, -0.580], [-2.240, 0.830, -0.522], [-1.654, 0.016, -2.124], [0.652, 2.156, -1.515], [1.851, 0.678, -1.559], [0.753, 0.805, -2.812], [2.081, -1.532, 1.289], [1.780, -1.601, -0.350], [2.948, -0.251, 0.380], [1.947, 1.817, 0.877], [0.323, 2.392, 1.294], [1.498, 1.495, 2.466]], "e_lumo_ev": [-0.92, -0.90], "multiplicity": 1, "homo_lumo_gap_ev": [6.00, 5.67], "total_energy_ev": -17689.974, "relative_energy_kj_mol": 636.8, "homo_ha": [-0.254, -0.241], "molar_mass_g_mol": 134.16}

---

Entry 2:
{"formula": "C5H15N2S", "method": "ωB97M-V with the def2-TZVPD basis set", "symbols": ["C", "C", "S", "N", "H", "H", "H", "H", "H", "H", "H", "H", "C", "C", "C", "N", "H", "H", "H", "H", "H", "H", "H"], "xyz": [[1.726, 0.844, -0.137], [1.278, 2.171, -0.794], [2.671, 2.836, -1.947], [0.720, 0.560, 0.906], [2.745, 0.837, 0.309], [1.662, 0.053, -0.897], [1.105, 2.939, -0.037], [0.372, 2.093, -1.370], [1.889, 3.692, -2.707], [1.009, -0.139, 1.575], [-0.267, 0.248, 0.471], [0.541, 1.444, 1.364], [-0.181, -2.410, 0.783], [-1.277, -1.965, -0.165], [-2.832, -0.238, 0.191], [-1.599, -0.546, 0.033], [-0.111, -3.503, 0.823], [0.808, -2.013, 0.520], [-0.460, -2.033, 1.803], [-2.147, -2.654, -0.057], [-0.898, -2.051, -1.206], [-3.627, -0.978, 0.268], [-3.125, 0.812, 0.270]], "e_lumo_ev": -2.86, "multiplicity": 1, "homo_lumo_gap_ev": 9.66, "total_energy_ev": -19236.558, "relative_energy_kj_mol": 121.1, "charge": 1, "homo_ha": -0.460, "molar_mass_g_mol": 135.26}

---

Entry 3:
{"formula": "C5H15N3", "method": "ωB97M-V with the def2-TZVPD basis set", "symbols": ["C", "C", "C", "C", "N", "C", "N", "N", "H", "H", "H", "H", "H", "H", "H", "H", "H", "H", "H", "H", "H", "H", "H"], "xyz": [[1.670, 1.034, 0.662], [2.019, -0.467, 0.483], [1.104, -1.228, -0.546], [-0.020, -1.690, 0.393], [-0.626, -0.954, 1.424], [-2.883, 0.314, 0.394], [-3.892, 0.803, -0.255], [1.906, 1.837, -0.526], [0.683, 1.120, 0.901], [2.232, 1.481, 1.532], [3.190, -0.399, 0.231], [2.016, -0.908, 1.460], [1.827, -1.973, -0.953], [0.763, -0.496, -1.342], [-0.166, -2.704, 0.101], [-1.058, -0.862, 0.300], [-1.665, 0.483, -1.722], [-2.061, 0.942, 0.729], [-2.934, -0.668, 0.928], [-4.740, 0.631, 0.261], [-1.721, 0.087, -2.360], [2.905, 2.063, -0.749], [1.452, 1.556, -1.347]], "e_lumo_ev": 0.09, "multiplicity": 1, "homo_lumo_gap_ev": 8.57, "total_energy_ev": -9890.389, "relative_energy_kj_mol": 845.5, "homo_ha": -0.312, "molar_mass_g_mol": 117.20}

---

Entry 4:
{"formula": "C5H15N3", "method": "ωB97M-V with the def2-TZVPD basis set", "symbols": ["H", "N", "C", "C", "H", "H", "H", "H", "C", "N", "C", "C", "N", "H", "H", "H", "H", "H", "H", "H", "H", "H", "H"], "xyz": [[-0.212, 2.458, -1.225], [0.304, 2.569, -0.350], [-0.372, 2.229, 0.681], [-1.821, 1.844, 0.723], [0.066, 2.510, 1.640], [-2.240, 1.766, -0.278], [-1.920, 0.859, 1.184], [-2.390, 2.552, 1.317], [0.048, -2.661, 0.306], [-0.012, -1.262, -0.062], [-0.209, -1.081, -1.488], [1.023, -0.452, 0.538], [1.984, 0.088, -0.382], [0.056, -2.748, 1.392], [0.931, -3.175, -0.101], [-0.847, -3.162, -0.063], [-1.138, -1.572, -1.779], [0.621, -1.495, -2.077], [-0.300, -0.019, -1.707], [0.449, 0.453, 1.009], [1.520, -0.998, 1.343], [1.610, 1.009, -0.721], [2.852, 0.287, 0.102]], "e_lumo_ev": 1.02, "multiplicity": 1, "homo_lumo_gap_ev": 9.08, "smiles": "[H]/N=C\\C.CN(C)CN", "total_energy_ev": -9897.056, "relative_energy_kj_mol": 202.2, "homo_ha": -0.296, "molar_mass_g_mol": 117.20}

---

Entry 5:
{"formula": "C5H15N3", "method": "ωB97M-V with the def2-TZVPD basis set", "symbols": ["C", "N", "C", "N", "H", "H", "H", "H", "H", "H", "C", "N", "C", "C", "H", "H", "H", "H", "H", "H", "H", "H", "H"], "xyz": [[1.457, -2.102, 2.448], [0.159, -1.577, 1.980], [-0.026, -0.335, 2.074], [0.955, 0.661, 2.400], [2.096, -2.384, 1.607], [1.299, -3.035, 2.985], [1.934, -1.344, 3.061], [-1.008, 0.072, 1.825], [0.971, 1.326, 1.632], [0.591, 1.203, 3.181], [-1.986, 0.335, -1.601], [-0.614, 0.717, -1.315], [0.271, -0.433, -1.495], [-0.209, 1.835, -2.137], [-2.301, -0.519, -1.005], [-2.160, 0.151, -2.672], [-2.648, 1.174, -1.355], [1.294, -0.123, -1.286], [0.030, -1.220, -0.780], [0.160, -0.834, -2.511], [0.759, 2.195, -1.783], [-0.918, 2.654, -2.045], [-0.107, 1.582, -3.207]], "e_lumo_ev": 0.94, "multiplicity": 1, "homo_lumo_gap_ev": 9.57, "smiles": "C/N=C\\N.CN(C)C", "total_energy_ev": -9897.256, "relative_energy_kj_mol": 182.8, "homo_ha": -0.317, "molar_mass_g_mol": 117.20}

---

Entry 6:
{"formula": "C5H15N3", "method": "ωB97M-V with the def2-TZVPD basis set", "symbols": ["N", "C", "C", "N", "H", "H", "H", "H", "H", "H", "C", "C", "C", "N", "H", "H", "H", "H", "H", "H", "H", "H", "H"], "xyz": [[0.199, 3.645, 0.683], [0.387, 2.462, -0.060], [1.383, 2.259, -0.904], [1.557, 1.041, -1.649], [-0.498, 3.573, 1.404], [0.060, 4.476, 0.130], [-0.399, 1.729, 0.091], [2.189, 2.978, -1.036], [2.228, 0.461, -1.166], [1.917, 1.224, -2.563], [-0.774, -0.657, 1.686], [-0.147, -1.476, 0.571], [-1.192, -2.333, -0.159], [-0.516, -3.063, -1.250], [-1.103, -1.295, 2.510], [-1.649, -0.104, 1.342], [-0.090, 0.081, 2.110], [0.291, -0.827, -0.188], [0.606, -2.159, 0.968], [-1.963, -1.691, -0.584], [-1.671, -3.013, 0.557], [-1.110, -3.789, -1.626], [0.294, -3.523, -0.867]], "e_lumo_ev": 1.13, "multiplicity": 1, "homo_lumo_gap_ev": 9.31, "smiles": "N/C=C/N.CCCN", "total_energy_ev": -9897.645, "relative_energy_kj_mol": 145.4, "homo_ha": -0.301, "molar_mass_g_mol": 117.20}

---

Entry 7:
{"formula": "C5H15N3O", "method": "ωB97M-V with the def2-TZVPD basis set", "symbols": ["C", "C", "N", "C", "N", "H", "H", "H", "H", "H", "H", "H", "H", "C", "C", "N", "O", "H", "H", "H", "H", "H", "H", "H"], "xyz": [[1.123, 1.507, 1.673], [0.742, 1.167, 0.252], [0.479, 2.330, -0.539], [1.295, 0.066, -0.423], [2.234, -0.801, 0.221], [2.132, 1.919, 1.730], [0.430, 2.250, 2.073], [1.080, 0.628, 2.319], [0.278, 2.100, -1.504], [-0.290, 2.873, -0.165], [1.562, 0.227, -1.465], [2.216, -1.734, -0.168], [2.100, -0.855, 1.221], [-1.782, -0.195, 0.208], [-1.169, -1.241, -0.597], [-1.632, -1.375, -1.932], [-0.989, -2.507, 0.030], [-2.299, 0.565, -0.369], [-0.806, 0.484, 0.582], [-2.413, -0.548, 1.020], [0.067, -0.749, -0.696], [-2.579, -1.742, -1.958], [-1.038, -2.001, -2.463], [-0.741, -2.367, 0.951]], "e_lumo_ev": 0.74, "multiplicity": 1, "homo_lumo_gap_ev": 7.61, "smiles": "C/C(N)=C\\N.C[C@H](N)O", "total_energy_ev": -11943.381, "relative_energy_kj_mol": 325.0, "homo_ha": -0.252, "molar_mass_g_mol": 133.19}

---

Entry 8:
{"formula": "C5H15N3O", "method": "ωB97M-V with the def2-TZVPD basis set", "symbols": ["H", "N", "N", "N", "C", "O", "H", "H", "H", "H", "C", "C", "C", "C", "H", "H", "H", "H", "H", "H", "H", "H", "H", "H"], "xyz": [[0.476, -2.647, -2.147], [1.116, -2.153, -1.524], [0.685, -2.316, -0.337], [1.344, -1.794, 0.639], [2.512, -0.968, 0.657], [0.638, -2.060, 1.803], [3.248, -1.410, 1.328], [2.873, -0.939, -0.370], [2.259, 0.032, 1.013], [-0.118, -2.577, 1.207], [-1.019, 2.263, -1.153], [-0.742, 1.012, -0.320], [-1.927, 0.049, -0.385], [-0.435, 1.386, 1.130], [-0.169, 2.944, -1.127], [-1.889, 2.793, -0.766], [-1.216, 2.002, -2.192], [0.132, 0.506, -0.746], [-2.129, -0.247, -1.413], [-2.824, 0.520, 0.017], [-1.726, -0.849, 0.198], [-1.287, 1.899, 1.576], [-0.225, 0.499, 1.727], [0.424, 2.056, 1.185]], "e_lumo_ev": 0.96, "multiplicity": 1, "homo_lumo_gap_ev": 9.55, "smiles": "[H]/N=N/N(C)O.CC(C)C", "total_energy_ev": -11942.360, "relative_energy_kj_mol": 423.5, "homo_ha": -0.316, "molar_mass_g_mol": 133.19}

---

Entry 9:
{"formula": "C5H15N3S", "method": "ωB97M-V with the def2-TZVPD basis set", "symbols": ["C", "C", "C", "C", "C", "N", "N", "N", "S", "H", "H", "H", "H", "H", "H", "H", "H", "H", "H", "H", "H", "H", "H", "H"], "xyz": [[-1.292, -0.402, 0.570], [-0.545, 0.022, -2.471], [1.233, -1.545, 1.651], [-0.022, 0.706, -1.214], [1.101, -1.026, 0.194], [-2.390, 0.158, 0.054], [0.687, 1.775, 1.370], [-0.084, -0.158, -0.058], [-1.494, -1.651, 1.725], [0.201, -0.473, -3.028], [-1.335, -0.661, -2.439], [-0.832, 0.723, -3.337], [0.944, -0.740, 2.253], [0.711, -2.394, 1.829], [2.321, -1.770, 1.756], [-0.538, 1.676, -1.029], [1.136, 0.903, -1.425], [1.145, -1.904, -0.484], [1.962, -0.459, -0.005], [-2.397, 0.816, -0.726], [-3.327, 0.177, 0.480], [1.072, 1.543, 2.280], [1.421, 1.998, 0.690], [0.322, 2.687, 1.363]], "e_lumo_ev": [-11.39, -12.35], "multiplicity": 1, "homo_lumo_gap_ev": [7.43, 6.56], "total_energy_ev": -20712.495, "relative_energy_kj_mol": 385.9, "charge": 2, "homo_ha": [-0.692, -0.695], "molar_mass_g_mol": 149.26}

---

Entry 10:
{"formula": "C5H15NO", "method": "ωB97M-V with the def2-TZVPD basis set", "symbols": ["C", "C", "N", "C", "C", "C", "H", "H", "H", "H", "H", "H", "H", "H", "H", "H", "H", "H", "H", "O", "H", "H"], "xyz": [[0.913, 0.713, 1.626], [0.433, 0.056, 0.275], [-0.855, -0.548, 0.398], [-1.867, 0.423, 0.854], [-1.273, -1.127, -0.908], [-2.484, -2.039, -0.807], [1.997, 0.650, 1.708], [0.641, 1.766, 1.601], [0.486, 0.170, 2.466], [0.586, 0.935, -0.368], [1.157, -0.721, 0.037], [-2.861, 0.024, 0.629], [-1.788, 1.391, 0.356], [-1.864, 0.420, 1.938], [-0.383, -1.638, -1.271], [-1.480, -0.267, -1.567], [-2.288, -2.713, 0.023], [-3.450, -1.548, -0.833], [-2.477, -2.556, -1.775], [4.393, 1.992, -1.150], [3.540, 2.399, -1.135], [4.419, 1.502, -1.964]], "e_lumo_ev": 0.82, "multiplicity": 1, "homo_lumo_gap_ev": 9.46, "smiles": "CCN(C)CC.O", "total_energy_ev": -8964.958, "relative_energy_kj_mol": 135.1, "homo_ha": -0.318, "molar_mass_g_mol": 105.18}

---

Entry 11:
{"formula": "C5H15NO", "method": "ωB97M-V with the def2-TZVPD basis set", "symbols": ["C", "C", "C", "C", "N", "C", "H", "H", "H", "H", "H", "H", "H", "H", "H", "H", "H", "H", "H", "O", "H", "H"], "xyz": [[2.410, -0.256, 0.270], [1.802, -0.562, -1.086], [0.371, -0.037, -1.189], [0.029, 0.724, -2.517], [-0.607, -1.054, -0.805], [-1.552, -0.780, 0.250], [2.396, 0.816, 0.455], [3.452, -0.575, 0.342], [1.857, -0.743, 1.071], [2.392, -0.091, -1.884], [1.808, -1.610, -1.379], [0.140, 0.741, -0.457], [-1.014, 0.594, -2.790], [0.247, 1.756, -2.295], [0.703, 0.465, -3.336], [-0.792, -1.830, -1.412], [-1.031, -0.822, 1.214], [-2.273, -1.599, 0.253], [-2.103, 0.156, 0.185], [-3.078, 1.676, 5.205], [-2.280, 1.342, 5.635], [-2.877, 1.689, 4.268]], "e_lumo_ev": 0.69, "multiplicity": 1, "homo_lumo_gap_ev": 8.81, "smiles": "CC[C@@H](C)NC.O", "total_energy_ev": -8965.109, "relative_energy_kj_mol": 120.6, "homo_ha": -0.299, "molar_mass_g_mol": 105.18}